A 2-piece molecular cluster, C10H13O2 overall, computed with wB97M-V/def2-TZVPD.

Energy relative to the best compared isomer or geometry (same formula, charge and spin): 0.713 eV
Multiplicity: 1
Net charge: -1
Kohn-Sham gap: 7.50 eV

Last column: natural (NBO) charge in e.
Positions of all 25 atoms, in Å:
1 C -0.4883 -0.7718 -3.0968  -0.530
2 C 0.8736 -1.2503 -3.5192  -0.615
3 C -1.1392 -1.5539 -1.8957  0.768
4 O -2.3364 -1.2962 -1.6572  -0.789
5 O -0.3189 -2.2762 -1.2672  -0.803
6 H -0.3662 0.2537 -2.6846  0.186
7 H -1.2779 -0.6389 -3.8418  0.198
8 H 0.8760 -2.3356 -3.5664  0.214
9 H 1.6063 -1.0575 -2.7226  0.208
10 H 1.2549 -0.7252 -4.3913  0.177
11 C -0.9384 -0.8181 1.3645  -0.640
12 C -0.0410 1.4738 0.8434  -0.228
13 C -0.0217 0.3536 1.6603  0.033
14 C 0.6307 2.6482 1.2194  -0.206
15 C 1.5302 2.6250 2.2717  -0.266
16 C 0.7496 0.3832 2.8430  -0.232
17 C 1.7031 1.3959 2.9539  -0.199
18 H -0.6476 1.4357 -0.0536  0.224
19 H 0.4956 3.6000 0.7181  0.201
20 H -1.3294 -0.6121 0.3752  0.262
21 H -1.6666 -0.7996 2.1796  0.199
22 H 1.9951 3.5140 2.6674  0.201
23 H 0.9289 -0.4845 3.4661  0.201
24 H 2.4992 1.1332 3.6340  0.195
25 H -0.3673 -1.7393 1.2831  0.243

Atoms 1-6, force components in eV/Å:
-0.8 1.1 1.2
0.4 -0.1 0.7
1.3 0.1 -0.3
0.0 -0.2 0.1
-0.7 0.0 -0.1
-0.1 -0.3 -0.1



A 2-piece molecular cluster, C5H16N2O overall, computed with wB97M-V/def2-TZVPD.

Energy relative to the best compared isomer or geometry (same formula, charge and spin): 0.523 eV
Multiplicity: 1
Kohn-Sham gap: 10.04 eV

Last column: natural (NBO) charge in e.
Positions of all 24 atoms, in Å:
1 C 1.0611 -2.0639 0.2098  -0.630
2 C 0.8330 -0.7325 -0.5139  -0.043
3 C 2.0954 -0.1883 -1.1718  -0.613
4 N 0.2452 0.3506 0.2869  -0.659
5 C -0.7975 0.0454 1.2866  -0.236
6 C -2.0862 -0.3526 0.5903  -0.234
7 N -2.7269 0.7842 -0.1287  -0.840
8 H 1.1939 -2.8423 -0.5317  0.216
9 H 1.9545 -2.0188 0.8286  0.202
10 H 0.2049 -2.3073 0.8354  0.209
11 H 0.1095 -0.9272 -1.3000  0.176
12 H 1.8704 0.7887 -1.5902  0.218
13 H 2.9380 -0.2457 -0.4806  0.204
14 H 2.3378 -0.8480 -2.0084  0.216
15 H 0.9811 0.8352 0.7895  0.359
16 H -0.4753 -0.7622 1.9571  0.177
17 H -0.9719 0.9944 1.7822  0.207
18 H -2.8635 -0.7372 1.2517  0.196
19 H -1.8784 -1.0842 -0.1818  0.185
20 H -2.3920 1.6742 0.2234  0.353
21 H -2.5019 0.8191 -1.1135  0.355
22 O 0.0164 3.2099 -0.2738  -0.970
23 H 0.9656 3.3523 -0.3171  0.462
24 H -0.1133 2.2563 -0.4298  0.491

Atoms 1-6, force components in eV/Å:
0.0 0.6 -0.1
-0.4 0.1 0.2
-0.5 -1.0 -0.3
0.2 0.2 0.6
0.2 -0.5 -1.0
-0.7 1.1 -1.0



C35H36CrN8OS2 as an isolated structure, computed with wB97M-V/def2-TZVPD.

Multiplicity: 2
Net charge: -1
Kohn-Sham gap (alpha / beta): 4.41 / 4.40 eV

Last column: Mulliken spin population.
Positions of all 83 atoms, in Å:
1 Cr 0.4117 -0.9512 0.6915  0.923
2 C 3.1952 -3.8180 -1.0233  -0.004
3 C 2.4056 -2.6057 -0.6062  0.024
4 N 1.0867 -2.5903 -0.3808  -0.005
5 N 0.3585 -3.7334 -0.3319  -0.006
6 C -0.8710 -3.7545 0.1600  0.009
7 N -1.5296 -4.9757 0.0827  0.004
8 S -1.6587 -2.4061 0.8043  -0.009
9 C 3.0258 -1.3662 -0.4142  0.030
10 C 4.3640 -1.0962 -0.7924  0.007
11 C 4.8853 0.1565 -0.6429  0.005
12 C 4.0670 1.1760 -0.1033  0.024
13 C 2.7913 0.8592 0.2838  -0.001
14 N 2.2466 -0.3695 0.1624  0.018
15 H 2.5723 -4.7051 -1.1463  0.000
16 H 3.9471 -4.0429 -0.2631  0.001
17 H 3.7029 -3.6558 -1.9783  0.001
18 H 0.7889 -4.6157 -0.5683  0.001
19 H -0.9783 -5.7804 0.3507  0.000
20 H -2.3954 -4.9292 0.5987  -0.001
21 H 4.9713 -1.8922 -1.2039  0.003
22 H 5.9066 0.3673 -0.9365  0.001
23 H 4.4379 2.1822 0.0401  0.002
24 H 2.1602 1.6095 0.7426  -0.003
25 O 1.0099 -2.3253 2.1453  0.025
26 N 1.1244 -2.5222 3.4398  -0.008
27 C -0.0198 -2.5491 4.1581  -0.001
28 C -0.0184 -2.7402 5.5125  -0.001
29 C 1.2074 -2.9095 6.1619  0.000
30 C 2.3660 -2.9113 5.4248  0.000
31 C 2.3688 -2.7419 4.0229  0.001
32 S 3.7666 -2.8128 3.0821  0.000
33 H -0.9096 -2.3940 3.5651  0.001
34 H -0.9510 -2.7433 6.0585  0.000
35 H 1.2473 -3.0414 7.2362  0.000
36 H 3.3232 -3.0575 5.9017  0.000
37 C -1.2244 3.3957 -4.3855  0.000
38 C -2.2155 3.7638 -3.3149  0.000
39 C -3.1004 4.8163 -3.4735  0.000
40 C -4.0090 5.1599 -2.4789  0.000
41 C -4.0490 4.4082 -1.3149  0.000
42 C -3.1870 3.3415 -1.1354  0.000
43 C -2.2446 3.0222 -2.1194  0.000
44 N -1.3500 1.9591 -1.9850  0.000
45 C -0.8804 1.3641 -0.8251  0.015
46 N -0.7899 2.1855 0.2353  -0.001
47 C -0.2703 1.9533 1.5310  0.008
48 C 0.0974 0.6602 1.9387  -0.035
49 C 0.5655 0.5972 3.2610  -0.014
50 C 0.6859 1.7015 4.0929  0.006
51 C 0.3478 2.9592 3.6184  -0.009
52 C -0.1376 3.1032 2.3279  0.006
53 C -0.4787 4.4777 1.8014  0.001
54 N -0.4431 0.1367 -0.8434  0.024
55 C -0.7224 -0.6168 -2.0116  -0.031
56 C 0.3553 -1.0370 -2.7972  0.002
57 C 0.1558 -1.8115 -3.9244  0.001
58 C -1.1298 -2.1716 -4.3032  -0.004
59 C -2.2051 -1.7464 -3.5367  0.002
60 C -2.0316 -0.9760 -2.3930  0.004
61 C -3.2298 -0.5878 -1.5683  0.001
62 H -1.2341 4.1283 -5.1909  0.000
63 H -1.4524 2.4173 -4.8192  0.000
64 H -0.2143 3.3448 -3.9736  0.000
65 H -3.0794 5.3896 -4.3933  0.000
66 H -4.6773 5.9993 -2.6179  0.000
67 H -4.7718 4.6452 -0.5442  0.000
68 H -3.2511 2.7341 -0.2425  0.000
69 H -1.1508 1.4317 -2.8204  0.000
70 H -1.0384 3.1366 0.0286  -0.001
71 H 0.8725 -0.3580 3.6664  -0.009
72 H 1.0683 1.5839 5.1011  0.001
73 H 0.4679 3.8376 4.2444  -0.001
74 H -0.1965 5.2344 2.5322  0.000
75 H -1.5509 4.5911 1.6045  0.000
76 H 0.0591 4.6970 0.8728  0.000
77 H 1.3526 -0.7385 -2.4977  -0.004
78 H 1.0084 -2.1390 -4.5074  0.000
79 H -1.2950 -2.7872 -5.1788  0.000
80 H -3.2107 -2.0373 -3.8220  0.000
81 H -4.0005 -1.3544 -1.6514  0.000
82 H -3.6635 0.3584 -1.9032  0.000
83 H -2.9578 -0.4874 -0.5183  -0.001

Atoms 1-6, force components in eV/Å:
1.1 -1.2 -0.5
-0.1 0.2 0.0
0.8 0.0 -0.3
-0.8 1.8 1.2
-0.3 -0.5 0.0
0.2 0.1 -0.1



C12H22N3O5PRh as an isolated structure, computed with wB97M-V/def2-TZVPD.

Multiplicity: 5
Net charge: +3
Kohn-Sham gap (alpha / beta): 6.03 / 4.14 eV

Last column: natural (NBO) charge in e.
Positions of all 44 atoms, in Å:
1 Rh 0.1695 0.2592 -1.4475  0.330
2 O 0.2703 3.1504 -2.5117  -0.375
3 C 0.2440 2.0808 -2.0479  0.484
4 C 0.1307 -1.8406 -1.8047  0.500
5 O -0.0318 -2.9712 -1.9037  -0.383
6 C 1.8252 0.1332 -2.3495  0.505
7 O 2.8068 0.0421 -2.9493  -0.369
8 C -1.5537 0.1727 -2.3555  0.524
9 O -2.5786 0.1235 -2.9029  -0.367
10 C 0.0685 0.5572 -6.0775  0.000
11 H -0.8870 1.1338 -5.9924  0.249
12 H 1.0310 1.1274 -6.0346  0.249
13 C 0.0641 -0.8003 -6.0726  0.002
14 H 1.0198 -1.3658 -5.9463  0.249
15 H -0.8983 -1.3470 -5.9420  0.247
16 C 2.0228 0.6955 2.4616  -0.435
17 N 1.4152 0.0342 1.3035  -0.756
18 C 2.3787 -0.8861 0.6628  -0.429
19 P -0.2356 -0.2451 1.3205  2.357
20 O -0.8698 -0.9853 0.1461  -1.075
21 N -0.7936 -1.2608 2.4814  -0.381
22 C -1.7041 -2.3691 2.2021  -0.457
23 C -0.3623 -1.1727 3.8644  -0.470
24 N -0.8001 1.3091 1.6353  -0.779
25 C -0.2444 2.5079 0.9772  -0.418
26 C -2.2384 1.4032 1.9159  -0.424
27 H 2.8526 1.3304 2.1079  0.252
28 H 2.4362 -0.0753 3.1408  0.222
29 H 1.2924 1.3164 2.9950  0.242
30 H 2.7548 -1.6053 1.3998  0.234
31 H 1.9611 -1.4262 -0.1977  0.206
32 H 3.2325 -0.2928 0.3053  0.243
33 H -1.7684 -2.5974 1.1398  0.278
34 H -1.3381 -3.2568 2.7279  0.272
35 H -2.7143 -2.1388 2.5664  0.297
36 H 0.7146 -1.3708 3.9467  0.278
37 H -0.5868 -0.1881 4.2979  0.284
38 H -0.9075 -1.9459 4.4141  0.268
39 H -0.9231 2.8396 0.1738  0.213
40 H -0.2171 3.2805 1.7521  0.246
41 H 0.7651 2.3080 0.5911  0.216
42 H -2.8598 1.3699 0.9986  0.214
43 H -2.5409 0.5945 2.6032  0.206
44 H -2.4022 2.3720 2.4048  0.253

Atoms 1-6, force components in eV/Å:
-1.0 0.1 1.1
0.0 -4.3 1.2
-0.1 7.2 -0.7
0.0 -5.9 -0.3
0.2 3.0 0.1
5.3 -0.7 -3.8



C2H57FO27Si2 as an isolated structure, computed with wB97M-V/def2-TZVPD.

Multiplicity: 1
Kohn-Sham gap: 10.29 eV

Last column: Löwdin charge in e.
Positions of all 89 atoms, in Å:
1 O -4.2222 -0.1857 0.9489  -0.027
2 C -3.5844 -1.3114 1.2799  -0.203
3 F -4.1896 -2.4466 2.0584  -0.051
4 C -1.9755 -1.5270 0.8835  -0.184
5 Si -1.0218 -1.3586 2.5873  0.591
6 O -1.0807 0.3386 3.0391  -0.497
7 Si 0.0320 1.3227 2.1004  0.647
8 H -1.7851 -2.5847 0.3881  0.094
9 H -1.6551 -0.7231 0.0951  0.068
10 H 0.3107 -1.9467 2.5613  -0.024
11 H -1.8708 -2.0923 3.5599  -0.011
12 H -0.3380 1.3755 0.6926  -0.069
13 H 1.4139 0.8703 2.3107  -0.067
14 H -0.0160 2.6950 2.6676  -0.061
15 O -2.5466 0.0409 -2.0027  -0.057
16 H -3.1234 0.2299 -1.2473  0.024
17 H -2.0778 0.8754 -2.1537  0.013
18 O 0.9835 4.3970 3.2912  -0.103
19 H 1.0700 5.3444 3.1068  0.017
20 H 1.2125 4.3194 4.2295  0.051
21 O -4.0461 -0.2068 -4.6551  -0.071
22 H -3.6785 0.0763 -3.8043  -0.006
23 H -3.8724 -1.1598 -4.6796  0.043
24 O -0.8002 2.4375 -1.3331  -0.083
25 H -1.3770 2.6266 -0.5777  0.035
26 H -0.3313 3.2720 -1.4841  0.055
27 O -2.3534 3.7401 3.8174  -0.084
28 H -1.9858 4.0232 4.6681  0.027
29 H -2.1797 2.7871 3.7929  -0.004
30 O -2.4202 1.8273 6.1806  -0.062
31 H -2.5314 2.4975 6.8715  0.041
32 H -3.3205 1.6729 5.8573  0.049
33 O 0.6373 -2.6141 5.3118  -0.084
34 H 0.0534 -3.2970 5.6747  0.046
35 H 1.3784 -2.5844 5.9354  0.013
36 O -0.7064 0.5498 -4.9306  -0.050
37 H -0.8176 1.2200 -4.2397  0.035
38 H -1.6067 0.3954 -5.2539  0.035
39 O 3.3647 -3.3902 5.9283  -0.058
40 H 3.7678 -4.2232 5.6410  0.051
41 H 3.5437 -2.7794 5.1976  0.050
42 O -5.8896 -0.6797 -1.6010  -0.060
43 H -5.5220 -0.3966 -0.7503  -0.003
44 H -5.7160 -1.6327 -1.6255  0.019
45 O 0.5679 -2.2158 -5.1368  -0.064
46 H 0.4113 -2.5837 -4.2541  0.034
47 H 0.5711 -1.2574 -4.9937  0.016
48 O 1.0719 6.3182 1.3060  -0.059
49 H 1.4750 5.4852 1.0187  0.047
50 H 1.2509 6.9290 0.5753  0.026
51 O 0.9158 9.0678 -0.5996  -0.058
52 H 0.3390 9.2569 0.1558  0.050
53 H 1.3847 9.9023 -0.7506  0.012
54 O -1.8432 -4.7177 1.1480  -0.065
55 H -2.1196 -5.5933 0.8380  0.050
56 H -1.7103 -4.8379 2.1003  0.047
57 O 3.7055 1.1040 2.2629  -0.072
58 H 4.3186 0.9751 1.5236  0.069
59 H 4.2347 1.5705 2.9272  0.067
60 O 2.5039 -1.4525 2.6311  -0.116
61 H 1.9271 -1.2635 3.3865  -0.012
62 H 2.9728 -0.6180 2.4801  -0.024
63 O 2.5558 11.7111 -1.7776  -0.062
64 H 2.9589 10.8780 -2.0649  0.042
65 H 2.7348 12.3219 -2.5083  0.047
66 O 1.5184 -6.1648 6.1312  -0.059
67 H 1.7401 -6.6995 6.9084  0.043
68 H 2.1831 -5.4598 6.1349  0.000
69 O -0.7546 -4.7704 -3.6569  -0.077
70 H -1.5475 -5.3276 -3.6585  0.032
71 H -0.4535 -4.7893 -4.5777  0.014
72 O 3.7538 -2.7960 -4.9083  -0.072
73 H 2.7898 -2.8638 -4.9794  0.010
74 H 4.0260 -2.4267 -5.7619  0.021
75 O 3.9964 5.2874 4.2194  -0.062
76 H 3.8852 5.9577 4.9103  0.043
77 H 3.0960 5.1330 3.8961  -0.007
78 O 6.2422 -2.3352 -6.5267  -0.056
79 H 6.9708 -2.4716 -7.1508  0.055
80 H 6.6028 -2.6319 -5.6776  0.057
81 O 4.8544 -5.3057 -6.6083  -0.077
82 H 4.2776 -5.1167 -5.8529  0.022
83 H 5.3232 -4.4713 -6.7593  -0.005
84 O -2.1575 -4.8781 -6.1646  -0.056
85 H -3.1216 -4.9459 -6.2356  0.048
86 H -1.8854 -4.5088 -7.0181  0.052
87 O -6.6378 -3.9894 -2.5768  -0.067
88 H -7.1641 -3.3237 -3.0447  0.043
89 H -6.8908 -3.8773 -1.6482  0.038

Atoms 1-6, force components in eV/Å:
3.4 -7.9 2.6
-1.1 4.3 -2.0
1.4 3.7 -2.3
-1.4 -0.5 -0.5
-1.6 1.5 0.4
1.7 -1.4 -2.1



A 2-piece molecular cluster, C3H9N3O overall, computed with wB97M-V/def2-TZVPD.

Energy relative to the best compared isomer or geometry (same formula, charge and spin): 2.863 eV
Multiplicity: 1
Kohn-Sham gap: 9.58 eV

Last column: natural (NBO) charge in e.
Positions of all 16 atoms, in Å:
1 C 0.4538 -0.7301 1.4714  -0.702
2 C 1.0347 -0.4652 0.1159  0.389
3 N 1.4429 -1.5611 -0.5969  -0.804
4 N 1.2226 0.6809 -0.4132  -0.254
5 O 0.8521 1.7839 0.3959  -0.605
6 H 0.8634 -1.6474 1.8858  0.222
7 H 0.6740 0.1064 2.1302  0.247
8 H -0.6298 -0.8201 1.3895  0.253
9 H 0.9523 -2.4212 -0.4166  0.384
10 H 1.6745 -1.3862 -1.5619  0.393
11 H 1.2001 2.5395 -0.0939  0.481
12 C -2.0627 0.6523 -1.2130  -0.039
13 N -2.1198 0.7339 0.0319  -0.619
14 H -1.3621 1.1825 -1.8662  0.148
15 H -2.7638 -0.0083 -1.7121  0.151
16 H -1.4323 1.3602 0.4533  0.355

Atoms 1-6, force components in eV/Å:
0.0 0.2 -0.1
-0.2 0.6 0.6
0.2 -0.3 -0.2
0.3 0.2 -0.6
-0.1 -0.4 0.3
0.0 0.0 0.0



Please write out number 2 again, unchanged.
A 2-piece molecular cluster, C5H16N2O overall, computed with wB97M-V/def2-TZVPD.

Energy relative to the best compared isomer or geometry (same formula, charge and spin): 0.523 eV
Multiplicity: 1
Kohn-Sham gap: 10.04 eV

Last column: natural (NBO) charge in e.
Positions of all 24 atoms, in Å:
1 C 1.0611 -2.0639 0.2098  -0.630
2 C 0.8330 -0.7325 -0.5139  -0.043
3 C 2.0954 -0.1883 -1.1718  -0.613
4 N 0.2452 0.3506 0.2869  -0.659
5 C -0.7975 0.0454 1.2866  -0.236
6 C -2.0862 -0.3526 0.5903  -0.234
7 N -2.7269 0.7842 -0.1287  -0.840
8 H 1.1939 -2.8423 -0.5317  0.216
9 H 1.9545 -2.0188 0.8286  0.202
10 H 0.2049 -2.3073 0.8354  0.209
11 H 0.1095 -0.9272 -1.3000  0.176
12 H 1.8704 0.7887 -1.5902  0.218
13 H 2.9380 -0.2457 -0.4806  0.204
14 H 2.3378 -0.8480 -2.0084  0.216
15 H 0.9811 0.8352 0.7895  0.359
16 H -0.4753 -0.7622 1.9571  0.177
17 H -0.9719 0.9944 1.7822  0.207
18 H -2.8635 -0.7372 1.2517  0.196
19 H -1.8784 -1.0842 -0.1818  0.185
20 H -2.3920 1.6742 0.2234  0.353
21 H -2.5019 0.8191 -1.1135  0.355
22 O 0.0164 3.2099 -0.2738  -0.970
23 H 0.9656 3.3523 -0.3171  0.462
24 H -0.1133 2.2563 -0.4298  0.491

Atoms 1-6, force components in eV/Å:
0.0 0.6 -0.1
-0.4 0.1 0.2
-0.5 -1.0 -0.3
0.2 0.2 0.6
0.2 -0.5 -1.0
-0.7 1.1 -1.0



> Number 6 is which compound?

C3H9N3O